[1]
Molecular formula: C5H15N3P2
Method: DFT, wB97M-V/def2-TZVPD

Element x y z (Å)
1 P -0.622 1.070 -0.660
2 P -0.368 -1.506 0.569
3 N 1.015 0.504 -0.350
4 N 1.157 -0.623 0.531
5 N -1.453 -0.156 0.366
6 C -3.120 -0.533 0.059
7 C -0.625 2.343 0.627
8 C -0.210 -2.085 -1.241
9 C 1.774 -0.397 1.850
10 C 2.114 0.613 -1.321
11 H 2.530 -0.317 -1.637
12 H -3.498 0.451 0.265
13 H 0.045 3.267 0.370
14 H -3.117 -0.703 -0.922
15 H -0.281 2.010 1.517
16 H 1.587 0.954 -2.344
17 H -0.032 -1.281 -1.834
18 H -3.155 -1.441 0.756
19 H 2.783 -0.727 1.735
20 H -1.269 -2.451 -1.673
21 H -1.656 2.747 0.960
22 H 2.944 1.319 -0.848
23 H 1.279 -0.886 2.581
24 H 0.458 -2.813 -1.292
25 H 1.721 0.641 1.937

Its energy is -28472.562 eV. Its frontier orbital gap is 8.89 eV. The largest force on an atom comes out at 7.07 eV/A. The calculation puts the HOMO energy at -0.288 Eh. As for the spin multiplicity: 1. For the energy relative to the best compared isomer or geometry (same formula, charge and spin), the calculation gives 289.1 kJ/mol.

[2]
Molecular formula: C20H26N4O5
Method: DFT, wB97M-V/def2-TZVPD

Element x y z (Å)
1 O 2.191 3.679 -0.240
2 O 1.509 -2.778 -0.400
3 O 0.556 2.207 -0.750
4 O -5.312 0.142 1.251
5 O -5.934 0.199 -0.927
6 N -1.250 -0.601 -1.019
7 N 1.338 -0.508 -0.697
8 N -4.010 -0.817 -0.307
9 N 4.013 1.692 0.142
10 C -2.998 -1.113 0.682
11 C -6.535 0.786 1.599
12 C 6.027 0.311 0.600
13 C -5.146 -0.127 -0.068
14 C -2.306 -0.308 -1.967
15 C 4.694 0.525 0.264
16 C 3.811 -0.552 -0.020
17 C 1.258 4.729 -0.436
18 C 1.710 2.429 -0.433
19 C 2.710 1.417 -0.217
20 C -3.600 -1.079 -1.671
21 C -1.702 -0.359 0.340
22 C 6.493 -0.986 0.652
23 C 0.886 -1.785 -0.706
24 C -7.683 -0.207 1.712
25 C 2.549 0.035 -0.326
26 C 7.918 -1.282 1.006
27 C 4.304 -1.861 0.040
28 C 5.620 -2.054 0.371
29 C -0.565 -1.863 -1.199
30 H -7.438 -0.987 2.429
31 H -2.815 -2.195 0.677
32 H 7.963 -1.909 1.896
33 H -1.037 -2.720 -0.699
34 H -1.874 0.717 0.437
35 H -2.508 0.766 -1.901
36 H -7.870 -0.662 0.742
37 H 1.787 5.652 -0.212
38 H -4.405 -0.760 -2.333
39 H -8.581 0.310 2.039
40 H -1.956 -0.531 -2.976
41 H -6.767 1.543 0.842
42 H -0.516 -2.094 -2.267
43 H 8.404 -1.823 0.195
44 H -3.435 -2.156 -1.791
45 H 0.901 4.733 -1.468
46 H 8.473 -0.367 1.196
47 H -0.912 -0.649 1.035
48 H 3.648 -2.691 -0.162
49 H -3.359 -0.823 1.666
50 H 0.401 4.606 0.230
51 H 0.621 0.193 -0.919
52 H 4.374 2.621 0.275
53 H 6.678 1.147 0.813
54 H -6.334 1.268 2.558
55 H 6.013 -3.059 0.422

Its SMILES is CCOC(=O)N1CCN(CC(=O)Nc2c(C(=O)OC)[nH]c3cc(C)ccc23)CC1. Its energy is -37361.840 eV. Its frontier orbital gap is 8.09 eV. The largest force on an atom comes out at 0.80 eV/A. The calculation puts the HOMO energy at -0.281 Eh. As for the spin multiplicity: 1. For the energy relative to the best compared isomer or geometry (same formula, charge and spin), the calculation gives 121.7 kJ/mol.

[3]
Molecular formula: C15H28O
Method: DFT, wB97M-V/def2-TZVPD

Element x y z (Å)
1 O 0.421 -3.289 -3.899
2 C -3.421 4.892 2.670
3 C 2.691 -5.923 -3.028
4 C 1.005 -2.055 -0.601
5 C 2.842 -2.110 -2.458
6 C -1.776 3.469 1.193
7 C 0.646 -0.549 -0.981
8 C 0.633 -3.541 -2.720
9 C 0.124 0.176 0.253
10 C -1.010 2.148 1.322
11 C 3.194 -5.025 -2.121
12 C -3.890 5.435 4.108
13 C 2.339 -4.218 -1.103
14 C 1.656 -3.000 -1.718
15 C -0.324 1.610 0.068
16 C -2.118 3.969 2.620
17 H 1.621 -6.122 -3.024
18 H 1.055 0.184 0.790
19 H -0.687 -0.271 0.721
20 H -3.224 5.807 2.137
21 H 2.982 -3.864 -0.297
22 H -0.204 -0.666 -1.697
23 H -1.051 1.625 -0.671
24 H 1.569 -4.899 -0.599
25 H -0.201 -3.918 -2.307
26 H -1.248 4.381 3.028
27 H -1.719 1.388 1.611
28 H -2.609 3.370 0.608
29 H 1.455 -0.066 -1.475
30 H 3.287 -6.465 -3.726
31 H -3.309 6.272 4.339
32 H 4.280 -4.944 -2.296
33 H -1.141 4.277 0.786
34 H -5.019 5.594 4.321
35 H 0.051 -2.532 -0.287
36 H -0.227 2.146 2.059
37 H 2.375 -1.268 -3.038
38 H -3.602 4.720 4.876
39 H 3.630 -1.811 -1.767
40 H -2.195 3.087 3.187
41 H 3.239 -2.690 -3.173
42 H 1.666 -2.049 0.310
43 H -4.310 4.413 2.170
44 H 0.525 2.310 -0.189

Its SMILES is C=CC[C@@](C)(C=O)CCCCCCCCC. Its energy is -18053.455 eV. Its frontier orbital gap is 10.43 eV. The largest force on an atom comes out at 4.61 eV/A. The calculation puts the HOMO energy at -0.352 Eh. As for the spin multiplicity: 1.

[4]
Molecular formula: C3H7NOS
Method: DFT, wB97M-V/def2-TZVPD

Element x y z (Å)
1 S -2.130 -1.006 -0.784
2 O 2.222 0.837 -0.515
3 N 0.389 0.345 1.615
4 C -0.925 0.331 -0.484
5 C 1.553 -0.158 -0.503
6 C 0.249 -0.280 0.296
7 H -0.591 0.700 -1.454
8 H 0.805 -0.313 2.258
9 H -1.382 1.131 0.085
10 H -3.069 -0.354 -1.466
11 H 0.963 1.176 1.550
12 H 1.846 -1.067 -1.067
13 H 0.069 -1.342 0.468

Its SMILES is N[C@H](C=O)CS. Its energy is -17596.588 eV. Its frontier orbital gap is 10.10 eV. The largest force on an atom comes out at 0.85 eV/A. The calculation puts the HOMO energy at -0.341 Eh. As for the spin multiplicity: 1. For the energy relative to the best compared isomer or geometry (same formula, charge and spin), the calculation gives 129.4 kJ/mol.

[5]
Molecular formula: C24H65O28P6
Method: DFT, wB97M-V/def2-TZVPD

Element x y z (Å)
1 P -5.997 -4.304 1.739
2 P -1.151 4.158 -4.279
3 P 2.460 1.133 -4.756
4 P 0.222 -3.911 -2.951
5 P 4.345 -1.651 1.526
6 P 2.409 3.168 4.815
7 O -5.804 -4.181 3.373
8 O -1.636 2.737 -4.467
9 O -5.739 -2.711 1.331
10 O 3.148 1.593 -3.398
11 O -0.033 -5.029 -4.068
12 O 1.124 4.107 4.499
13 O 0.991 0.787 -4.715
14 O -2.300 -0.848 -1.243
15 O -3.360 1.993 5.549
16 O 3.360 -2.360 0.414
17 O 5.738 -1.455 0.656
18 O 2.256 1.782 3.942
19 O 3.340 -0.165 -5.170
20 O -0.959 5.165 -5.585
21 O -7.266 -4.950 1.342
22 O 3.875 -0.402 2.143
23 O -0.315 -4.541 -1.552
24 O 2.891 2.264 -5.853
25 O -2.015 4.994 -3.189
26 O -3.672 2.250 3.317
27 O 0.331 4.389 -3.632
28 O 1.815 -3.932 -2.792
29 O -0.493 0.321 -1.657
30 O -0.321 -2.514 -3.113
31 O -4.632 -5.063 1.244
32 O 3.678 3.881 4.549
33 O 2.231 2.779 6.358
34 O 4.723 -2.771 2.581
35 C 3.071 0.788 -2.217
36 C 0.443 3.978 -2.296
37 C -1.255 -0.265 -0.886
38 C 3.328 3.499 -5.320
39 C -4.848 -1.754 1.957
40 C 1.165 2.038 6.894
41 C -4.846 3.066 3.432
42 C 1.710 1.855 2.663
43 C -3.013 1.836 4.335
44 C 5.701 -2.618 3.559
45 C -2.067 6.398 -3.142
46 C -1.642 1.228 4.011
47 C 4.661 0.113 -5.664
48 C 5.860 -0.359 -0.244
49 C 0.470 4.960 5.384
50 C -0.077 4.782 -6.667
51 C -1.039 -0.202 0.576
52 C -1.816 -4.505 -1.424
53 C -6.141 2.287 3.547
54 C -5.932 -5.382 4.144
55 C 0.456 -6.343 -3.908
56 C 2.657 -3.363 -3.732
57 C 2.188 -2.984 0.696
58 C -4.597 -6.250 0.419
59 H -0.272 -7.052 -4.302
60 H -1.430 0.503 4.797
61 H 5.349 -2.789 4.577
62 H 5.167 0.623 -4.845
63 H 2.896 3.944 -4.423
64 H -5.413 -6.922 0.681
65 H -6.547 -5.112 5.002
66 H -4.916 -5.578 4.487
67 H -3.094 6.682 -2.908
68 H -0.890 2.001 4.171
69 H -6.821 2.773 4.246
70 H -1.539 0.755 3.034
71 H 1.511 2.836 2.233
72 H -0.504 3.938 -7.208
73 H -0.569 4.670 5.539
74 H 0.871 2.225 7.927
75 H 1.399 -2.576 0.064
76 H 1.876 -2.910 1.738
77 H -6.603 2.270 2.560
78 H 3.745 -0.057 -2.354
79 H 3.321 1.206 -1.242
80 H 1.418 0.989 7.047
81 H 0.439 2.888 -2.264
82 H 3.304 -4.131 -4.154
83 H -1.387 6.735 -2.359
84 H 0.236 2.084 6.327
85 H -6.055 1.295 3.991
86 H 5.818 -0.792 -1.244
87 H -2.146 -3.471 -1.320
88 H 3.259 -2.523 -3.384
89 H 2.164 -3.071 -4.659
90 H 0.073 5.651 -7.307
91 H 6.672 0.323 0.008
92 H -0.453 -1.081 0.845
93 H -2.438 -4.936 -2.208
94 H 0.914 4.577 -6.260
95 H 6.262 -1.688 3.468
96 H -3.913 -1.589 1.423
97 H -3.645 -6.777 0.486
98 H 0.519 6.002 5.067
99 H 4.857 0.570 -6.634
100 H 1.299 -6.316 -4.599
101 H -0.281 4.405 -1.603
102 H 6.435 -3.397 3.350
103 H -0.487 0.725 0.725
104 H 0.793 1.266 2.698
105 H 4.376 3.360 -5.052
106 H 2.019 0.506 -2.157
107 H -1.948 -0.143 1.176
108 H -1.680 6.859 -4.051
109 H -4.740 3.750 4.275
110 H -5.321 -0.775 2.043
111 H -1.987 -5.115 -0.536
112 H 5.073 -0.890 -5.779
113 H 1.455 4.219 -1.969
114 H 2.282 1.371 1.871
115 H 0.939 4.812 6.356
116 H 3.268 4.323 -6.030
117 H 2.203 -4.036 0.412
118 H 4.963 0.259 -0.265
119 H -4.617 -2.090 2.968
120 H 0.968 -6.616 -2.985
121 H -6.467 -6.110 3.533
122 H -4.835 3.675 2.528
123 H -4.826 -6.043 -0.626

Its energy is -139015.650 eV. Its frontier orbital gap is 6.01 eV. The largest force on an atom comes out at 5.04 eV/A. The calculation puts the HOMO energy at -0.139 Eh. As for the spin multiplicity: 1. Its total charge is -1.

[6]
Molecular formula: C4H10NO
Method: DFT, wB97M-V/def2-TZVPD

Element x y z (Å)
1 O -0.080 0.257 0.990
2 N 1.896 -1.236 0.547
3 C -0.767 0.831 0.092
4 C 1.787 -2.521 0.428
5 C -2.119 1.425 0.395
6 C -0.282 0.996 -1.313
7 H 0.148 1.983 -1.452
8 H 0.959 -0.649 0.712
9 H 2.624 -3.206 0.469
10 H -2.321 1.274 1.428
11 H 0.544 0.306 -1.336
12 H -2.803 1.021 -0.332
13 H 0.925 -3.046 0.741
14 H -1.192 0.910 -1.989
15 H -2.114 2.505 0.218
16 H 2.795 -0.849 0.401

Its energy is -7840.041 eV. Its frontier orbital gap is 9.75 eV. The largest force on an atom comes out at 3.71 eV/A. The calculation puts the HOMO energy at -0.540 Eh. As for the spin multiplicity: 1. For the energy relative to the best compared isomer or geometry (same formula, charge and spin), the calculation gives 123.2 kJ/mol. Its total charge is +1.

Question: What is the formula in the sixth record?
Answer: C4H10NO

Question: Among the records above, which one has the highest energy?
Answer: C4H10NO

Question: Which formula does entry 4 have?
Answer: C3H7NOS